[1]
A structure of composition C5H8O in a non-equilibrium geometry, computed with ωB97M-V/def2-TZVPD.

For the LUMO energy, the calculation gives 0.037 Ha. The energy comes out at -270.43524 a.u. The energy above the lowest of the compared OMol25 structures with the same formula, charge and spin is 322.0 kJ/mol.

Structure (ORCA input):
```
! wB97M-V def2-TZVPD RIJCOSX def2/J DEFGRID3
* xyz 0 1
C -1.3025 -0.2950 -0.6674
C -0.0646 0.5429 -0.9416
O 0.0301 1.4691 0.1552
C 0.4950 0.7265 1.2218
C 1.3700 -0.3138 0.6598
C 0.9532 -0.5132 -0.5923
H -1.1838 -0.5356 0.5716
H -2.2333 0.2540 -0.6249
H -1.3528 -1.1490 -1.3702
H 0.0904 1.1352 -1.8677
H 0.7402 1.3507 2.0762
H -0.5839 -0.0997 1.6167
H 1.9711 -0.9609 1.2806
H 1.0895 -1.3916 -1.2124
*
```



[2]
A structure of composition C25H23As2CrCuF12N4O9 in a non-equilibrium geometry, computed with ωB97M-V/def2-TZVPD.

For the LUMO energy (alpha / beta), the calculation gives -0.192 / -0.233 Ha. The energy comes out at -10216.87471 a.u.

Structure (ORCA input):
```
! wB97M-V def2-TZVPD RIJCOSX def2/J DEFGRID3
* xyz 1 4
Cr -2.7522 -1.5089 0.9384
Cu 2.1338 -3.6230 -0.2421
As -0.7388 -4.0604 2.9096
F -1.8433 -2.8018 2.1095
F 0.4373 -3.7203 1.5761
F 0.3563 -5.2199 3.8071
F -2.0299 -4.3412 4.1154
F -1.5426 -5.3368 1.8867
F -0.0376 -2.7388 3.8712
As -1.7389 -4.4162 -1.7189
F -1.5547 -5.8390 -0.4841
F -2.3210 -3.3177 -0.3888
F -1.7415 -3.1564 -2.9280
F -0.9694 -5.5561 -2.9700
F -3.4018 -4.7328 -2.2405
F -0.0541 -3.8229 -1.2073
C 0.3289 -0.5814 -0.3928
O -0.9858 -0.9056 0.0351
H 0.9537 -1.3544 0.0548
H 0.2603 -0.5285 -1.4793
H 0.8561 0.3001 -0.0281
C 2.2047 3.1334 -0.9439
C 1.7975 2.4516 -2.1244
C 1.1275 3.1474 -3.1054
C 1.1332 4.5248 -3.2048
C 1.6328 5.2646 -2.0493
C 2.0626 4.5683 -0.9292
N 0.6254 5.1789 -4.4463
O 0.4982 4.4876 -5.3710
O 0.3221 6.3602 -4.3262
H 2.3902 2.6531 0.0054
H 1.9500 1.3828 -2.1527
H 0.9564 2.5088 -3.9594
H 1.6644 6.3403 -2.1399
H 2.3822 5.1712 -0.0921
C -7.6438 -1.5301 -3.9268
C -6.7496 -2.5844 -3.6121
C -5.5271 -2.2918 -3.0141
C -5.1543 -0.9735 -2.8635
C -6.0621 0.0666 -3.1325
C -7.2745 -0.2501 -3.7046
N -3.8413 -0.6502 -2.2019
O -3.7524 -1.0982 -1.0742
O -2.9914 0.0767 -2.6770
H -8.6287 -1.5966 -4.3650
H -7.0650 -3.5718 -3.9155
H -4.7975 -3.0546 -2.7854
H -5.7685 1.0531 -2.8054
H -7.8466 0.6123 -4.0132
C 1.5296 2.0587 4.7228
C 1.1308 1.6753 3.4088
C -0.0988 1.1762 3.1381
C -0.8722 0.8456 4.3204
C -0.4847 1.1578 5.6224
C 0.6683 1.8612 5.7706
N -2.0562 0.0220 4.0826
O -2.4175 -0.2810 2.8723
O -2.6844 -0.3986 5.0409
H 2.5171 2.4609 4.8948
H 1.7855 1.9043 2.5809
H -0.3650 0.9562 2.1148
H -1.1383 0.7811 6.3953
H 0.9753 2.0854 6.7814
C 6.9049 2.1305 0.3860
C 6.2543 1.5173 -0.6628
C 5.4416 0.3513 -0.4641
C 5.2220 -0.0139 0.8612
C 5.8308 0.6867 1.9086
C 6.7072 1.7350 1.6898
N 4.2684 -1.0753 1.1160
O 4.0463 -1.3669 2.3009
O 3.8490 -1.8597 0.2627
H 7.4853 3.0036 0.1264
H 6.4208 1.9382 -1.6434
H 4.8449 -0.0871 -1.2503
H 5.5626 0.4710 2.9323
H 7.4132 2.1456 2.3965
*
```



[3]
A cluster of 6 separate species, C18H18F6O18 in total in a non-equilibrium geometry, computed with ωB97M-V/def2-TZVPD.

For the LUMO energy, the calculation gives 0.013 Ha. The energy comes out at -2650.30899 a.u. The energy above the lowest of the compared OMol25 structures with the same formula, charge and spin is 60.5 kJ/mol. Its SMILES is O=C1OC[C@@H](F)O1.O=C1OC[C@@H](F)O1.O=C1OC[C@@H](F)O1.O=C1OC[C@@H](F)O1.O=C1OC[C@@H](F)O1.O=C1OC[C@@H](F)O1.

Structure (ORCA input):
```
! wB97M-V def2-TZVPD RIJCOSX def2/J DEFGRID3
* xyz 0 1
C 0.1552 0.6027 -1.4894
C -0.4859 1.8306 -0.8553
O -1.1504 1.2520 0.2391
C -0.3565 0.2244 0.6689
O -0.4894 -0.3510 1.6941
O 0.5833 -0.0163 -0.2500
F -1.4084 2.4116 -1.6741
H 1.0437 0.8176 -2.0669
H -0.6280 0.0570 -2.0144
H 0.2369 2.6137 -0.6249
C -4.3698 0.1064 -0.9588
C -5.0659 -0.8557 -0.0103
O -3.9761 -1.5916 0.4808
C -3.0886 -1.6890 -0.5578
O -2.1689 -2.4384 -0.5534
O -3.3290 -0.7335 -1.4718
F -5.8800 -1.7137 -0.7274
H -3.9851 0.9461 -0.3788
H -5.0345 0.4372 -1.7499
H -5.6672 -0.4099 0.7737
C 6.0945 3.2394 -1.6111
C 5.2759 4.3597 -1.0158
O 3.9709 3.8328 -1.0713
C 4.0507 2.4767 -1.1038
O 3.1272 1.7394 -1.0361
O 5.3384 2.0924 -1.2230
F 5.3437 5.5004 -1.7376
H 7.1441 3.1334 -1.3520
H 6.1031 3.3017 -2.7058
H 5.5348 4.6100 0.0145
C 3.5823 -1.7696 -5.3222
C 3.8878 -0.8842 -4.1407
O 2.5675 -0.6315 -3.7262
C 1.8238 -0.4972 -4.8688
O 0.7204 -0.0826 -4.9095
O 2.5410 -0.9999 -5.9201
F 4.4290 0.3098 -4.5611
H 3.2057 -2.7396 -4.9896
H 4.4078 -1.9899 -5.9951
H 4.5502 -1.2254 -3.3527
C -1.6902 -2.8630 3.2645
C -1.2810 -3.9701 2.3051
O -1.2138 -5.1011 3.1515
C -1.9177 -4.8599 4.2834
O -2.0444 -5.6321 5.1715
O -2.3891 -3.5948 4.2738
F -0.0693 -3.7470 1.7259
H -2.3120 -2.0992 2.8112
H -0.7865 -2.4394 3.7071
H -1.9185 -4.1907 1.4495
C -1.8908 0.8879 4.8025
C -1.7429 2.1212 3.9069
O -2.6487 1.8521 2.8830
C -3.5853 0.9573 3.2911
O -4.5224 0.6333 2.6392
O -3.2044 0.3900 4.4457
F -0.4958 2.1535 3.3637
H -1.7868 1.0421 5.8681
H -1.2416 0.1126 4.3914
H -1.8927 3.0712 4.4199
*
```



[4]
A structure of composition C49H45Cl3N6O4PZn, computed with ωB97M-V/def2-TZVPD.

For the LUMO energy, the calculation gives 0.073 Ha. The energy comes out at -6024.92172 a.u. The energy above the lowest of the compared OMol25 structures with the same formula, charge and spin is 743.4 kJ/mol.

Structure (ORCA input):
```
! wB97M-V def2-TZVPD RIJCOSX def2/J DEFGRID3
* xyz -1 1
Zn 0.5889 2.4179 1.4844
O 0.9727 4.0969 -2.0926
C 1.0718 3.4096 -0.7386
O 0.8202 4.0569 0.3569
C 3.0623 1.7850 -0.6516
C 4.0342 1.0473 -1.3089
C 4.5004 -0.1181 -0.7179
C 3.9982 -0.4893 0.5179
C 3.0351 0.3139 1.1080
N 2.5586 1.4128 0.5322
H 4.4071 1.3860 -2.2674
H 5.2463 -0.7249 -1.2157
H 4.3268 -1.3914 1.0155
H 2.6013 0.0782 2.0698
Cl 1.2239 2.2117 6.2042
C 0.4241 1.0371 5.1695
C -0.3686 0.0581 5.9021
C -1.6235 -0.3657 5.6919
Cl -2.1094 -1.6445 6.8121
C -2.2749 -0.2642 3.1620
C -3.4193 0.0115 2.2191
C -3.5258 1.2179 1.5816
C -2.4638 2.1339 1.5036
N -1.2540 1.6860 1.9307
C -1.1847 0.5723 2.5954
C 0.7335 1.0777 3.8535
O 1.4376 1.9712 3.2397
H 0.1411 -0.3715 6.7603
H -4.2087 -0.7235 2.1410
H -4.4394 1.4459 1.0403
H -2.4881 3.0577 0.9478
N 0.1320 0.0998 2.9624
P -0.0234 -1.5626 3.0539
C 1.0124 -2.2102 4.3853
C 0.4806 -3.1800 5.2281
C 1.2448 -3.6846 6.2711
C 2.5299 -3.2090 6.4817
C 3.0618 -2.2353 5.6447
C 2.3092 -1.7431 4.5912
C -1.7162 -1.6825 3.1247
C -2.5131 -2.8228 3.3643
C -3.7613 -2.8290 3.9212
C -4.4574 -1.7296 4.5594
C -4.0392 -0.4979 4.9079
C -2.6672 0.0752 4.6812
C 0.7654 -2.2155 1.5493
C 1.7135 -3.2304 1.5376
C 2.2273 -3.6887 0.3278
C 1.7911 -3.1392 -0.8664
C 0.8377 -2.1251 -0.8599
C 0.3317 -1.6630 0.3412
H -0.5440 -3.5036 5.0908
H 0.8232 -4.4294 6.9337
H 3.1184 -3.5885 7.3078
H 4.0579 -1.8500 5.8209
H 2.7230 -0.9709 3.9542
H -2.1110 -3.7899 3.0610
H -4.2894 -3.7766 3.9287
H -5.4896 -1.9549 4.8186
H -4.7697 0.1607 5.3644
H -2.7252 1.1672 4.7552
H 2.0540 -3.6640 2.4706
H 2.9601 -4.4864 0.3221
H 2.1847 -3.5063 -1.8064
H 0.4717 -1.7134 -1.7937
H -0.4206 -0.8806 0.3563
C 1.6361 3.5910 -5.8877
C 0.3323 2.7853 -5.8393
C -0.6912 3.5419 -4.9870
C -0.2224 2.7225 -7.2713
C 0.6199 1.3437 -5.3139
O 1.4445 0.6613 -6.2849
C -0.6260 0.4436 -5.1499
C -1.7178 0.7164 -4.0882
C -2.0383 -0.4559 -3.1823
C -2.3767 -0.2391 -1.8458
C -2.6962 -1.2899 -0.9979
C -2.6689 -2.5823 -1.4925
Cl -3.0083 -3.9105 -0.4238
C -2.3648 -2.8304 -2.8198
C -2.0583 -1.7654 -3.6564
C 1.5775 1.2536 -4.1003
N 1.2960 1.9601 -2.8758
C 0.4686 1.5120 -1.8984
N 0.2586 2.1832 -0.8365
C 2.4946 3.0628 -1.1794
N 1.9853 3.1631 -2.5905
H 1.4531 4.5407 -6.3955
H 2.4044 3.0506 -6.4438
H 2.0112 3.8153 -4.8896
H -0.7627 4.5674 -5.3576
H -0.4108 3.6014 -3.9363
H -1.6855 3.1001 -5.0685
H -0.4521 3.7378 -7.5995
H -1.1491 2.1489 -7.3412
H 0.5047 2.3146 -7.9761
H 0.8892 0.4290 -7.0356
H -0.2092 -0.5518 -4.9815
H -1.1006 0.4017 -6.1344
H -2.6419 0.9810 -4.6109
H -1.4870 1.5841 -3.4729
H -2.3732 0.7654 -1.4319
H -2.9414 -1.0907 0.0404
H -2.3638 -3.8454 -3.1934
H -1.8310 -1.9754 -4.6951
H 2.5600 1.5742 -4.4428
H 1.6590 0.1886 -3.8619
H 0.0024 0.5480 -2.0674
H 3.1532 3.9146 -1.0208
*
```



The highest energy belongs to which entry? C5H8O